# 1
The following is a DFT calculation (ωB97M-V/def2-TZVPD) of C49H36N3O8S3Ta as an isolated structure.

Structure (ORCA input):
```
! wB97M-V def2-TZVPD RIJCOSX def2/J DEFGRID3
* xyz 2 1
C -0.0754 4.5912 -0.6277
H -4.7566 -1.4014 -2.8576
H 5.5768 -1.1176 4.8021
C -0.7243 4.7139 0.6221
H -0.9030 -6.3387 -3.0857
C 3.2649 1.7418 0.2167
C 0.1782 2.5944 1.2843
C -2.9999 0.2832 -5.8730
N -2.4466 -1.8760 0.9953
H 2.2276 2.5796 3.7258
C -0.4808 -2.3468 -2.7077
O -4.2466 0.1023 1.0517
H 5.9097 -1.4225 3.1014
C 1.6637 0.1726 -0.6894
O -6.0638 0.9459 2.1008
H 1.2782 -1.2671 2.0724
Ta -2.3709 0.2903 0.6267
S 0.0251 1.3368 2.5176
H 0.7945 -2.4574 0.4410
H -1.1530 3.8000 2.4973
O -0.2806 0.5140 -2.4983
C -4.2652 -0.9511 -3.7092
H -1.9683 1.4756 -4.3936
C -3.2016 -4.3847 3.5350
C 1.6439 0.7021 2.8338
C -2.6160 -2.8322 0.1104
S -0.0149 -0.1490 -1.2030
H -0.9603 -4.0647 -3.8901
C -2.6999 0.7046 -4.5880
H 2.8399 3.7558 0.9089
C 0.7388 3.4572 -0.8914
C 1.9199 1.3944 -0.1136
C -4.5473 -1.3557 -5.0027
H 6.9426 2.5872 1.1488
C 0.8839 2.4502 0.1030
H -3.3593 -4.1319 5.6438
H 0.7399 -6.5052 -2.4750
C -3.3490 0.0743 -3.5390
C 1.2567 4.3503 -3.0746
C -3.9144 2.0650 2.3425
C -4.9172 0.9928 1.8448
H -5.2673 -2.1438 -5.1734
H -1.3251 5.5920 0.8213
C -0.5789 -3.7145 -2.9389
H -2.3880 -0.5622 3.4981
C -2.6427 -2.3591 2.3032
C 4.9020 3.2984 1.0788
H -2.5102 0.7508 -6.7158
C -2.6093 -1.6216 3.4885
H -4.1464 -1.0585 -7.0857
H 0.3400 6.2478 -3.5623
H 2.0213 2.5054 -2.3594
N -2.8266 1.6932 -1.9248
C 0.0127 -1.9046 -1.4923
C -0.2091 5.5931 -1.6195
O -0.6638 0.1364 1.7324
C 5.9217 2.3404 0.8892
C -0.1817 -4.6394 -1.9775
H 2.4890 -1.6794 -1.4659
C 4.1899 -0.1841 3.4652
C 1.9938 -0.6044 2.5365
H 6.4036 0.3845 0.1932
H -2.8571 -1.7221 5.6001
C -2.8709 -2.2774 4.6724
O -4.1718 3.0220 2.9807
C 5.6245 1.1177 0.3615
N -3.0560 0.5024 -2.1994
H 4.4892 1.7836 4.2664
C -3.9179 -0.7391 -6.0780
C 0.4054 -2.8060 -0.5075
C 5.5689 -0.6665 3.8079
C 1.4053 3.3675 -2.1430
C 3.6078 3.0084 0.7576
C 2.7023 -0.7465 -0.9660
H -2.5248 -2.6621 -0.9527
C 3.2703 -1.0348 2.8518
C 0.4419 5.4760 -2.8112
C -0.2527 -6.1153 -2.2422
C 0.3149 -4.1616 -0.7601
C 3.9806 -0.4436 -0.6097
H -0.6163 -6.6573 -1.3691
O -2.9433 -0.4159 -1.2524
C -3.1588 -3.6478 4.6982
C -0.6186 3.7318 1.5591
S -2.9778 -4.3574 0.7256
H -3.4361 -5.4401 3.5494
C 3.7911 1.1133 3.7810
C 4.2944 0.7945 -0.0003
H 3.5615 -2.0510 2.6155
O -2.6659 1.7052 1.9395
H 1.7653 4.2724 -4.0260
H 4.7801 -1.1452 -0.8133
H -0.8311 6.4539 -1.4104
C -2.9456 -3.7198 2.3379
O -2.4706 1.8197 -0.6639
H 5.1528 4.2720 1.4787
H 6.2845 0.1542 3.8122
H -0.7735 -1.6278 -3.4629
H 0.6351 -4.8666 -0.0020
C 2.5194 1.5653 3.4776
*
```

Values from the calculation:
LUMO level = -6.672 eV
HOMO = -13.1847 eV
Orbital gap = 6.5 eV
ΔE to the lowest compared entry with this formula, charge and spin = 29.6 kcal/mol

Results of the Mulliken charge analysis, in e, for atoms 1 through 5: atom 1 (C): 1.01, atom 2 (H): 0.55, atom 3 (H): 0.40, atom 4 (C): -1.25, atom 5 (H): 0.40

***

# 2
The following is a DFT calculation (ωB97M-V/def2-TZVPD) of C49H36N3O8S3Ta as an isolated structure.

Structure (ORCA input):
```
! wB97M-V def2-TZVPD RIJCOSX def2/J DEFGRID3
* xyz 2 1
C 1.9914 -1.5635 3.9347
C 1.1728 -1.4091 1.6959
C 7.0333 0.4608 -0.9414
O -0.7770 0.3704 -2.3220
H -2.4488 -5.4800 -2.3088
C -1.7025 -5.2796 -1.5503
H 0.2970 5.0913 -0.9030
O -3.8728 4.2039 0.0913
S -1.8894 -0.1938 1.5291
C 2.7280 -0.4235 -4.2586
C -3.4719 -0.4196 3.6599
C -5.7849 0.3825 2.3443
H -0.4917 8.4852 -3.3885
C 5.0085 -1.0199 -1.1213
H -4.5578 0.6335 0.6045
C -0.2500 -3.8119 5.8647
O 1.0989 1.8626 -1.9759
H -7.0112 0.0044 5.5095
H 5.4747 2.2533 -3.7462
H -0.3507 -4.2125 6.8644
C -3.4534 -0.0890 2.3114
H -1.8130 -3.9501 2.8534
C -1.1819 5.2498 -3.9632
H 5.8988 0.2959 -5.1919
H 1.0392 -6.6443 -0.1138
C -1.6005 3.8694 0.8600
C -1.1959 -4.1636 4.8750
H -2.5599 -0.7081 4.1711
H -1.6653 1.8142 -3.9968
H -7.6659 1.0352 4.2301
C 2.9049 -0.3598 -0.2063
C -2.8474 3.6392 -0.0688
H 1.9490 -1.1587 -4.4000
N 0.3065 0.0456 -3.0035
H -6.6835 0.7201 1.8432
C -2.8753 -1.9603 -0.3739
C 4.7079 1.5028 -3.8835
C 0.2606 -5.9183 -0.3060
C -4.6768 -0.3684 4.3411
N -0.8780 3.2895 -2.7338
Ta -0.7959 1.8489 -0.9124
H -3.5440 -3.3435 -1.8356
H -3.6585 -1.2389 -0.5627
C -1.8997 -1.7060 0.6172
C 3.6718 -1.2941 -0.8873
C 0.9277 -2.4445 4.2606
H -7.8095 -0.7121 4.1091
H 5.6139 -1.7419 -1.6549
H 4.1382 -1.4112 -5.5171
H 7.2330 1.5308 -0.9700
H 3.2316 -2.2229 -1.2337
S 1.2068 -0.7594 0.0520
C -4.6001 0.3229 1.6403
O -0.4581 3.3030 0.2986
C 3.4390 0.8507 0.2195
H -4.7047 -0.6206 5.3931
C 3.9549 -0.5577 -4.8791
H 2.9377 -0.3864 2.4361
C -0.0175 -2.8038 3.2659
C -1.0863 -3.6726 3.6067
C -1.4233 2.8552 -3.8370
O 0.5157 0.6416 0.1737
C -1.7786 -4.0718 -0.8208
C 2.5182 0.6865 -3.4490
H -2.0100 -4.8297 5.1279
O -1.6286 4.3863 1.9140
C -7.1519 0.0963 4.4347
C -0.8081 -3.8095 0.1785
C 0.1257 -2.2678 1.9599
H 0.3990 7.5023 -1.3104
C 3.4850 1.6545 -3.2476
C -0.7113 4.6828 -2.7747
C -0.5524 7.4167 -3.2351
C 2.1208 -1.0500 2.6808
H 5.2044 2.0453 0.2995
H 1.5099 -2.6997 6.3216
O -2.0403 0.8815 0.3875
H -0.6593 -7.1052 -1.8590
C 4.9443 0.4035 -4.6941
H 3.2821 2.5062 -2.6159
C 4.7752 1.1060 -0.0274
H -1.4842 7.0389 -5.1324
H 0.9529 -4.5702 1.1865
C 0.2142 -4.7601 0.4175
H 2.8182 1.5824 0.7215
C -5.8457 0.0312 3.6978
C -0.0523 6.8570 -2.0516
S -1.8083 4.0190 -5.0042
H 2.7075 -1.3039 4.7041
H 7.3677 0.0146 -1.8775
C 0.7850 -2.9729 5.5652
C -1.1113 6.6191 -4.2081
C -0.1171 5.5023 -1.8114
C -0.8848 -2.5870 0.9048
C -0.7069 -6.1811 -1.2987
N 1.2452 0.8548 -2.7852
C -2.8069 -3.1225 -1.0738
C 5.5798 0.1780 -0.6941
H 7.6413 0.0338 -0.1412
O -2.5577 2.7192 -0.9987
*
```

Values from the calculation:
LUMO level = -6.067 eV
HOMO = -13.2175 eV
Orbital gap = 7.2 eV
ΔE to the lowest compared entry with this formula, charge and spin = 20.0 kcal/mol

Results of the Mulliken charge analysis, in e, for atoms 1 through 5: atom 1 (C): -1.27, atom 2 (C): 1.16, atom 3 (C): -1.75, atom 4 (O): -0.46, atom 5 (H): 0.49

***

# 3
The following is a DFT calculation (ωB97M-V/def2-TZVPD) of C49H38BrF4N3O4PS3SbTi as an isolated structure at a distorted geometry.

Structure (ORCA input):
```
! wB97M-V def2-TZVPD RIJCOSX def2/J DEFGRID3
* xyz 2 1
C -2.1743 1.0433 -1.8147
C 2.8775 4.0764 -2.4979
C 1.3686 1.3861 -4.7156
C 5.0349 -0.6037 3.0268
C -0.1355 2.8590 -3.5362
O -0.2530 2.6546 -0.0052
H 3.9928 5.8482 -2.9150
C 0.7388 1.7201 -5.9043
H 6.6424 -1.9063 2.4955
C 3.3616 -3.2745 -4.0213
H 5.6054 -2.4499 -2.3842
S 0.9768 2.9904 0.8127
C 2.9568 -3.6177 -2.6776
H 2.2134 0.7133 -4.7219
C 6.0294 -0.4600 -1.7470
H 3.7447 -1.1298 -0.5289
C -0.9565 -0.3219 2.7030
H 2.9921 -8.5324 -0.7263
N -0.9816 0.7905 1.9589
C -1.0105 -0.3471 4.0780
Ti 0.0342 0.7576 0.0334
H 1.0961 1.2969 -6.8290
H -1.4839 2.9908 4.4434
C -1.1342 0.8788 4.7581
C 3.2790 5.8280 -0.8954
H -0.9690 -1.2618 4.6485
O -1.1554 0.8753 6.0751
S -4.6435 2.9746 0.5923
C 3.1154 -2.8917 -1.5596
O 0.7202 3.7042 2.0161
C 3.1804 -0.5614 -2.5976
H 0.7421 -1.9037 -2.0504
S -1.8117 -0.2753 -3.9497
H -0.8102 2.8634 -6.8418
F 5.8274 0.2152 3.7354
H 3.7279 6.7749 -0.6430
H 1.8047 -0.9529 2.1676
H 3.2813 0.5384 3.4694
C 3.2517 0.8363 -2.0837
H 2.1826 -0.7855 -2.9890
H 4.8324 -0.2130 -4.1067
H 3.9666 -4.9583 2.5449
C -2.9003 1.7118 -0.7452
C -0.2704 -2.0138 -2.4359
C 3.7660 -5.7260 1.8090
C 2.5483 5.1348 0.0599
C 3.4283 5.3047 -2.1721
H -4.0271 -0.2052 2.4591
N -3.1068 0.9439 0.3696
H 2.4745 -4.5809 -2.5966
C -2.5658 1.0193 -3.1214
C -3.6460 2.8567 -0.7940
C -4.5165 0.7612 2.3635
C 2.1775 3.3484 -1.5344
H -0.4530 3.3076 -2.5982
N -1.2394 0.0798 -1.4803
C 2.8681 -1.1649 2.2161
C 5.1063 -1.4909 -2.2697
F 0.9200 -0.6988 -0.1240
H -4.3402 1.3544 3.2601
C 5.6796 0.8000 -1.4534
C 0.9160 1.9390 -3.5235
H -1.5430 3.9273 -4.7408
H 3.1612 -4.0036 -4.7933
C 3.9231 -8.0052 1.1232
H -5.5926 0.6014 2.2824
C -0.7477 3.1965 -4.7293
H 6.4422 1.4713 -1.0888
Sb 2.1315 -3.4968 0.3108
H -0.7907 -2.6900 -1.7500
C 3.9450 -2.1290 -4.3955
C 3.0787 -5.4276 0.6414
O 1.5346 1.6155 1.0095
C -1.0046 -0.7325 -2.4983
H -3.6685 3.6035 -1.5605
C -1.3009 2.0330 3.9795
H 2.2254 -6.2247 -1.1605
C 4.3651 1.3816 -1.5439
H -1.4047 2.8093 1.9957
C 4.3387 -0.9911 -3.5251
H 5.1836 -3.3729 1.1243
H 7.0615 -0.7570 -1.6328
C 4.2083 -7.0156 2.0479
C 4.7626 -2.5197 1.6399
Br -1.0213 -1.8953 1.6756
H -1.2107 1.7634 6.4632
H -3.2887 1.6522 -3.5982
F 4.2155 -1.9355 -5.6997
C 3.7400 -1.5481 -1.5359
H 2.3945 5.5206 1.0552
C 2.0121 3.9077 -0.2780
C 2.7928 -6.4390 -0.2653
C -0.3227 2.6095 -5.9130
F 4.3117 -9.2610 1.3685
H 4.2981 2.3796 -1.1330
C 3.6817 -0.3217 2.9527
C 5.5883 -1.7029 2.3906
C -1.2303 1.9377 2.6097
C 3.4014 -2.2573 1.5515
C -4.0100 1.4409 1.1485
H 4.7478 -7.2734 2.9452
H -0.2370 -2.4707 -3.4225
C 3.2186 -7.7335 -0.0384
H 2.9901 3.6650 -3.4900
P 1.6308 1.6323 -1.8675
*
```

Values from the calculation:
LUMO level = -7.193 eV
HOMO = -11.9094 eV
Orbital gap = 4.7 eV

Results of the Mulliken charge analysis, in e, for atoms 1 through 5: atom 1 (C): 0.12, atom 2 (C): -0.06, atom 3 (C): -0.24, atom 4 (C): 0.08, atom 5 (C): -0.31

***

# 4
The following is a DFT calculation (ωB97M-V/def2-TZVPD) of C49H39BrN4O6SSb2Ti as an isolated structure at a distorted geometry.

Structure (ORCA input):
```
! wB97M-V def2-TZVPD RIJCOSX def2/J DEFGRID3
* xyz -2 1
O 1.1625 -2.5781 -1.0380
H -1.7769 2.9745 0.5411
C -4.0442 -0.8213 -3.1233
H 2.8983 -3.6348 4.9948
H -4.1740 5.9755 -2.3141
C -2.5883 -0.3096 1.3358
H 3.3123 3.0029 -3.1110
C 1.5600 -4.0317 -4.8555
H 5.6285 -1.4394 2.2607
C -3.6842 -1.2630 -5.8255
O -0.1836 -4.6568 -1.0350
H -2.0569 -2.3497 1.3990
H -0.6783 4.3410 -0.5376
C -3.8833 4.9174 -4.1563
N 2.3467 -3.2831 10.6043
H -3.4229 3.6482 -5.8296
C 2.3710 4.5648 -1.9836
C 2.0709 1.4352 0.9610
C 1.6662 2.1809 3.0361
C -2.7167 2.8234 -3.9752
H 3.3102 -4.1913 7.3786
H 1.4504 1.4049 -2.8224
C 2.4408 -1.6946 3.1241
H 4.1422 -1.6401 4.5206
H -4.2162 -0.6596 -2.0586
C 1.4596 -2.1027 5.3979
C -2.6042 2.9637 -2.5877
C 0.2002 4.0409 -1.0991
H 0.5274 -1.1519 8.5446
C -0.0348 -1.6295 3.4369
C -3.3487 3.7844 -4.7569
C 0.2469 2.7679 -1.6682
H -1.8981 -2.2908 -5.2680
C 0.5728 -3.9153 -3.8793
C 2.1770 -3.0227 9.4994
C -1.8528 -1.4579 2.0219
C 1.2496 4.9342 -1.2436
H 0.3133 -4.7770 -3.2799
C -2.3029 -1.7768 3.4066
H 1.7165 -0.8057 -5.8504
C -4.7998 -0.5488 -5.3966
H -1.2429 -2.1494 5.2595
C -3.1379 4.1144 -2.0135
H 3.1921 5.2626 -2.1100
C -2.7574 -1.7404 -4.9059
H 4.2966 3.8305 1.8114
C -3.7739 5.0821 -2.7811
Sb -1.5071 -2.3805 -2.0373
C 1.9640 -2.9204 -5.5803
C 2.3794 -3.0992 5.7822
H -3.3425 -1.9562 3.6545
C 0.3761 -1.5808 -4.3588
C -2.0508 1.0995 1.5158
H -3.0502 4.2723 -0.9419
N -0.3920 -1.3377 2.1469
N 1.3223 1.3859 2.0599
C 1.9443 -2.7061 8.1215
C -2.8950 -1.5271 -3.5249
C -4.9792 -0.3413 -4.0326
H -3.6242 -0.3415 1.6940
H -2.2978 1.9342 -4.4409
H 0.1281 -0.6076 6.1642
H -0.9676 1.0772 1.6676
C 2.6158 -3.4044 7.1049
C 2.7296 3.0650 3.0450
O 0.4697 -0.0261 -0.1122
C -0.0464 -2.6916 -3.6189
C 1.3767 2.4006 -2.3932
H -2.5139 1.5393 2.4084
C 1.7230 0.4518 -0.1304
H 3.6442 2.3353 -0.1373
H -2.6011 -0.5464 0.2635
C 1.3746 -1.6903 -5.3191
C -2.2543 2.0125 0.3124
H 3.8775 -1.4141 0.2201
C 1.2593 -1.7802 3.9748
H -3.5374 -1.4510 -6.8859
Ti 0.8352 -1.6542 0.6302
H 2.7353 -3.0109 -6.3398
C 3.6783 -1.5085 1.2763
C 3.4710 3.1327 1.8786
H -3.3224 2.1849 0.1137
H -5.5129 -0.1560 -6.1146
C 1.0362 -1.7051 7.7630
O 2.5057 0.1408 -0.9810
O 0.4788 -3.5233 0.9787
C 0.7991 -1.4143 6.4306
Br 0.5333 2.1062 4.5914
H -0.0885 -0.6156 -4.1857
O 2.1320 -4.7514 -0.3789
C -1.2466 -1.8779 4.2131
C 4.5502 -1.5200 2.3241
H 2.9415 3.6822 3.9049
S 0.9207 -3.9767 -0.4147
H 1.2026 5.9117 -0.7746
H 2.0283 -4.9936 -5.0425
Sb -1.4300 1.3980 -1.6018
N 2.3872 -1.6027 1.7461
C 3.7760 -1.6352 3.5058
C 2.4334 3.3001 -2.5478
C 3.1286 2.3129 0.8142
H -4.3828 5.6691 -4.7578
H -5.8486 0.2082 -3.6817
*
```

Values from the calculation:
LUMO level (spin up / spin down) = 3.601 / 3.601 eV
HOMO (spin up / spin down) = -0.0275 / -0.0260 eV
Orbital gap (spin up / spin down) = 3.6 / 3.6 eV
ΔE to the lowest compared entry with this formula, charge and spin = 0.0 kcal/mol

Results of the Mulliken charge analysis, in e, for atoms 1 through 5: atom 1 (O): -0.24, atom 2 (H): 0.47, atom 3 (C): -0.27, atom 4 (H): 0.63, atom 5 (H): 0.38